Record 1
{"formula": "C8H13N5S2", "method": "ωB97M-V/def2-TZVPD", "e_homo_ev": [-7.05, -6.49], "relative_energy_kcal_mol": 27.5, "orbital_gap_ev": [6.74, 6.36], "max_force_ev_per_a": 3.7, "species": ["C", "C", "C", "C", "C", "C", "C", "C", "N", "N", "N", "N", "N", "S", "S", "H", "H", "H", "H", "H", "H", "H", "H", "H", "H", "H", "H", "H"], "xyz": [[-0.124, 0.433, -1.411], [1.433, -1.104, 0.299], [1.817, 1.156, -0.323], [-1.937, 0.317, 0.162], [-3.166, -0.374, 0.381], [2.612, 2.443, -0.350], [3.608, -0.044, 0.885], [-2.357, -2.422, -0.826], [0.654, 1.251, -0.837], [2.267, -0.103, 0.234], [-1.390, 1.075, 1.128], [-3.376, -1.592, -0.279], [-1.289, -0.056, -1.008], [0.744, -2.340, 1.113], [-4.359, 0.438, 1.190], [3.591, 2.407, 0.201], [2.727, 2.806, -1.423], [2.025, 3.271, 0.053], [3.745, -1.062, 1.160], [4.187, 0.449, 0.047], [3.562, 0.585, 1.728], [-2.770, -3.463, -0.774], [-2.206, -2.324, -1.891], [-1.312, -2.348, -0.320], [-2.149, 1.472, 1.713], [-0.606, 1.619, 0.825], [-4.140, -2.074, 0.253], [-1.793, -0.417, -1.929]], "mulliken_charge": [-0.66, 0.37, 0.66, 0.21, -0.02, -1.14, -1.10, -0.57, -0.29, 0.04, -0.28, -0.25, 0.02, -0.32, -0.44, 0.38, 0.24, 0.32, 0.39, 0.34, 0.34, 0.36, 0.24, -0.04, 0.27, 0.18, 0.29, 0.46]}

---

Record 2
{"formula": "C8H13N6OS", "method": "ωB97M-V/def2-TZVPD", "e_homo_ev": -11.35, "smiles": "CCn1cnc(NCCSc2nnco2)[nH+]1", "orbital_gap_ev": 8.15, "total_charge": 1, "max_force_ev_per_a": 0.8, "species": ["C", "C", "N", "C", "N", "C", "N", "C", "C", "S", "C", "N", "N", "C", "O", "N", "H", "H", "H", "H", "H", "H", "H", "H", "H", "H", "H", "H", "H"], "xyz": [[5.280, 0.348, -0.193], [4.340, -0.055, 0.931], [2.943, -0.077, 0.461], [2.293, -1.044, -0.157], [1.047, -0.717, -0.458], [0.908, 0.531, -0.021], [-0.173, 1.301, -0.121], [-1.396, 0.837, -0.778], [-2.081, -0.328, -0.064], [-3.061, -1.252, -1.279], [-4.680, -1.064, -0.669], [-5.747, -1.508, -1.251], [-6.805, -1.159, -0.410], [-6.284, -0.541, 0.586], [-4.918, -0.454, 0.511], [2.069, 0.955, 0.552], [6.274, 0.541, 0.191], [4.919, 1.264, -0.655], [5.324, -0.413, -0.964], [4.382, 0.685, 1.724], [4.559, -1.034, 1.336], [2.751, -1.994, -0.365], [-0.113, 2.245, 0.212], [-1.157, 0.555, -1.800], [-2.092, 1.663, -0.840], [-1.375, -1.030, 0.360], [-2.724, 0.013, 0.736], [-6.754, -0.113, 1.449], [2.272, 1.844, 0.975]], "mulliken_charge": [-1.03, -0.45, 0.22, -0.11, -0.43, 0.52, -0.17, -0.77, -0.59, -0.15, 0.48, -0.37, -0.34, 0.03, -0.23, -0.23, 0.36, 0.34, 0.34, 0.31, 0.36, 0.45, 0.24, 0.38, 0.37, 0.38, 0.49, 0.42, 0.20]}

---

Record 3
{"formula": "C8H13N9O4PdS4", "method": "ωB97M-V/def2-TZVPD", "e_homo_ev": -2.91, "relative_energy_kcal_mol": 0.0, "orbital_gap_ev": 7.25, "total_charge": -2, "max_force_ev_per_a": 0.3, "species": ["Pd", "N", "C", "N", "N", "N", "N", "C", "N", "N", "N", "N", "H", "C", "C", "S", "C", "C", "S", "C", "C", "S", "H", "H", "H", "H", "H", "H", "H", "H", "H", "H", "H", "H", "O", "S", "O", "O", "O"], "xyz": [[-1.339, -1.761, 0.213], [-0.380, -2.323, -2.993], [-1.435, -1.439, -2.805], [-2.075, -0.828, -3.784], [-3.026, -0.104, -3.148], [-2.942, -0.262, -1.873], [-1.940, -1.128, -1.617], [0.608, -2.425, -2.018], [1.872, -2.701, -2.276], [2.456, -2.724, -1.056], [1.594, -2.463, -0.133], [0.392, -2.269, -0.714], [-0.006, -2.293, -3.928], [2.931, 0.991, -0.042], [2.703, 0.975, 1.467], [1.215, 0.055, 1.962], [0.222, 1.331, 2.763], [-0.309, 2.434, 1.853], [-1.578, 1.861, 0.685], [-0.852, 2.124, -0.951], [0.377, 1.293, -1.311], [1.934, 2.186, -0.967], [2.785, -0.006, -0.464], [3.964, 1.282, -0.254], [2.652, 1.995, 1.854], [3.560, 0.485, 1.938], [0.797, 1.774, 3.583], [-0.603, 0.764, 3.206], [0.498, 2.908, 1.294], [-0.773, 3.203, 2.478], [-0.660, 3.187, -1.120], [-1.678, 1.833, -1.604], [0.363, 1.058, -2.377], [0.388, 0.359, -0.753], [-3.120, -3.023, 3.141], [-2.380, -1.882, 2.654], [-0.992, -2.300, 2.135], [-2.970, -1.356, 1.337], [-2.253, -0.809, 3.624]], "mulliken_charge": [1.11, -0.25, 0.42, -0.51, -0.63, -0.41, 0.27, 0.40, -0.51, -0.65, -0.30, 0.19, 0.30, -0.34, -0.88, 0.08, -0.51, -0.75, -0.09, -0.85, 0.32, -0.22, 0.02, 0.41, 0.37, 0.45, 0.41, 0.22, 0.24, 0.48, 0.50, 0.32, 0.57, -0.70, -0.65, 1.27, -0.73, -0.70, -0.68]}

---

Record 4
{"formula": "C8H13NO2PS2", "method": "ωB97M-V/def2-TZVPD", "e_homo_ev": -13.05, "relative_energy_kcal_mol": 0.0, "orbital_gap_ev": 7.48, "total_charge": 1, "max_force_ev_per_a": 3.3, "species": ["C", "C", "C", "C", "C", "C", "C", "C", "N", "O", "O", "P", "S", "S", "H", "H", "H", "H", "H", "H", "H", "H", "H", "H", "H", "H", "H"], "xyz": [[2.743, 0.573, 0.984], [1.973, 1.709, 1.168], [2.629, -0.124, -0.208], [1.018, 2.102, 0.192], [1.655, 0.207, -1.137], [0.861, 1.314, -0.943], [-0.757, -1.830, -0.186], [-0.854, -0.403, 0.198], [0.106, -2.691, 0.501], [-0.315, -0.006, 1.298], [-2.242, -0.104, -1.940], [-2.250, 0.549, -0.495], [-2.628, 2.439, -0.095], [-3.811, -0.722, 0.246], [3.520, 0.216, 1.574], [2.064, 2.195, 2.078], [3.300, -0.932, -0.405], [0.340, 2.923, 0.393], [1.437, -0.207, -2.151], [-1.855, -2.249, -0.029], [-0.675, -2.079, -1.243], [0.055, -2.436, 1.497], [0.116, 1.542, -1.725], [-0.029, -3.684, 0.414], [-0.160, 1.019, 1.619], [-1.778, 0.461, -2.540], [-4.462, 0.220, 0.935]], "mulliken_charge": [-0.33, -0.65, -0.44, -1.19, -0.15, -0.15, -0.71, 0.75, -0.52, -0.48, -0.51, 0.46, -0.22, -0.25, 0.55, 0.50, 0.43, 0.42, 0.37, 0.35, 0.34, 0.22, 0.77, 0.27, 0.54, 0.40, 0.21]}

---

Record 5
{"formula": "C8H13NOS", "method": "ωB97M-V/def2-TZVPD", "e_homo_ev": -8.67, "relative_energy_kcal_mol": 27.7, "smiles": "CC(C)(C)COc1ccsn1", "orbital_gap_ev": 9.53, "max_force_ev_per_a": 3.4, "species": ["C", "C", "C", "C", "C", "O", "C", "C", "C", "S", "N", "H", "H", "H", "H", "H", "H", "H", "H", "H", "H", "H", "H", "H"], "xyz": [[0.578, -0.491, -1.575], [0.224, 0.589, -0.538], [-1.313, 0.502, -0.230], [0.676, 1.963, -0.978], [0.916, 0.315, 0.810], [0.592, -0.906, 1.533], [-0.398, -1.134, 2.393], [-0.402, -2.440, 3.004], [-1.502, -2.564, 3.746], [-2.454, -1.156, 3.733], [-1.389, -0.291, 2.761], [-0.253, -0.537, -2.239], [1.472, -0.402, -2.177], [0.447, -1.453, -1.148], [-1.982, 0.765, -1.157], [-1.474, -0.505, 0.025], [-1.655, 0.957, 0.729], [1.721, 1.841, -1.137], [0.406, 2.700, -0.285], [0.432, 2.291, -2.045], [0.729, 1.241, 1.524], [2.016, 0.184, 0.871], [0.194, -3.409, 2.891], [-1.880, -3.523, 4.041]], "mulliken_charge": [-1.72, 2.10, -1.71, -1.83, -0.96, -0.33, 0.70, -0.60, -0.16, -0.04, -0.43, 0.43, 0.35, 0.41, 0.30, 0.51, 0.42, 0.46, 0.45, 0.34, 0.38, 0.29, 0.27, 0.36]}

---

Record 6
{"formula": "C8H13NP", "method": "ωB97M-V/def2-TZVPD", "e_homo_ev": -12.78, "relative_energy_kcal_mol": 43.6, "orbital_gap_ev": 5.74, "total_charge": 1, "max_force_ev_per_a": 4.0, "species": ["C", "C", "C", "C", "C", "C", "C", "C", "N", "P", "H", "H", "H", "H", "H", "H", "H", "H", "H", "H", "H", "H", "H"], "xyz": [[3.073, 0.902, 0.567], [2.616, -0.272, 1.084], [2.178, 1.761, -0.104], [1.217, -0.517, 1.029], [0.851, 1.442, -0.111], [0.597, -1.590, 1.777], [-0.239, 2.372, -0.702], [-2.295, -2.063, -0.425], [0.433, 0.322, 0.387], [-2.594, -0.346, 0.013], [4.080, 1.056, 0.450], [3.246, -0.788, 1.780], [2.553, 2.853, -0.359], [1.069, -1.993, 2.740], [-0.464, -1.191, 2.063], [0.425, -2.502, 1.241], [-1.082, 2.109, -0.156], [-0.054, 3.424, -0.531], [-0.396, 2.258, -1.825], [-2.712, -2.728, 0.302], [-1.211, -2.055, -0.393], [-2.610, -2.203, -1.490], [-3.083, 0.161, -1.188]], "mulliken_charge": [-0.33, -0.82, -0.53, 0.75, 0.67, -1.19, -1.26, -0.67, -0.01, 0.38, 0.49, 0.39, 0.28, 0.37, 0.24, 0.26, 0.29, 0.41, 0.22, 0.35, 0.19, 0.37, 0.13]}

---

Record 7
{"formula": "C8H13PS", "method": "ωB97M-V/def2-TZVPD", "e_homo_ev": [-7.10, -7.10], "relative_energy_kcal_mol": 110.9, "orbital_gap_ev": [5.13, 5.13], "max_force_ev_per_a": 5.0, "species": ["C", "C", "C", "C", "C", "C", "C", "C", "P", "S", "H", "H", "H", "H", "H", "H", "H", "H", "H", "H", "H", "H", "H"], "xyz": [[-1.103, -0.754, 0.545], [0.950, -0.284, -0.935], [0.087, -0.942, 1.191], [1.234, -0.734, 0.342], [0.242, -1.535, 2.571], [2.676, -0.905, 0.661], [-1.560, 3.150, -1.039], [-1.745, -0.601, -2.280], [-0.779, 0.042, -1.022], [-2.307, 2.777, -2.606], [-2.029, -1.011, 0.943], [1.676, 0.051, -1.779], [1.178, -2.022, 2.728], [-0.646, -1.969, 2.933], [0.549, -0.732, 3.287], [2.934, -2.039, 0.998], [3.208, -0.328, 1.366], [3.252, -0.781, -0.162], [-0.727, 3.867, -1.227], [-0.824, 2.357, -0.649], [-2.403, 3.276, -0.393], [-2.792, -0.262, -2.214], [-1.072, -0.621, -3.258]], "mulliken_charge": [-0.64, -0.66, 0.69, 0.86, -1.38, -1.50, -0.58, -0.63, 0.19, -0.32, 0.51, 0.24, 0.34, 0.36, 0.31, 0.27, 0.34, 0.45, 0.29, 0.00, 0.27, 0.34, 0.26]}

---

Record 8
{"formula": "C8H14", "method": "ωB97M-V/def2-TZVPD", "e_homo_ev": -8.29, "relative_energy_kcal_mol": 28.5, "smiles": "C=C/C(C)=C/C(C)C", "orbital_gap_ev": 9.19, "max_force_ev_per_a": 1.2, "species": ["C", "C", "C", "C", "C", "C", "C", "C", "H", "H", "H", "H", "H", "H", "H", "H", "H", "H", "H", "H", "H", "H"], "xyz": [[-3.270, 0.012, -0.319], [-2.382, 0.712, 0.402], [-0.918, 0.655, 0.342], [-0.238, 1.577, 1.322], [-0.259, -0.136, -0.533], [1.216, -0.412, -0.777], [2.237, 0.108, 0.235], [1.410, -1.930, -0.921], [-2.993, -0.711, -1.075], [-4.334, 0.156, -0.156], [-2.800, 1.402, 1.135], [0.431, 2.268, 0.800], [0.320, 1.008, 2.071], [-0.944, 2.208, 1.873], [-0.868, -0.708, -1.233], [1.461, 0.039, -1.748], [2.250, 1.200, 0.272], [3.249, -0.203, -0.048], [2.046, -0.285, 1.239], [1.157, -2.453, 0.009], [2.449, -2.170, -1.172], [0.780, -2.338, -1.719]], "mulliken_charge": [-0.91, -0.39, 1.55, -1.26, -0.95, 0.98, -1.54, -1.44, 0.24, 0.25, 0.17, 0.26, 0.26, 0.37, 0.09, 0.13, 0.33, 0.43, 0.31, 0.36, 0.39, 0.37]}

---

Record 9
{"formula": "C8H14", "method": "ωB97M-V/def2-TZVPD", "e_homo_ev": -8.54, "relative_energy_kcal_mol": 66.6, "smiles": "C=C/C(=C/C)CCC", "orbital_gap_ev": 9.63, "max_force_ev_per_a": 5.4, "species": ["C", "C", "C", "C", "C", "C", "C", "C", "H", "H", "H", "H", "H", "H", "H", "H", "H", "H", "H", "H", "H", "H"], "xyz": [[1.855, 0.261, 1.829], [1.294, 0.874, 0.758], [0.651, -0.005, -0.284], [1.083, -1.064, -0.965], [0.567, -1.748, -2.188], [-0.622, 0.628, -0.683], [-1.546, 0.054, 0.451], [-2.517, 1.033, 1.079], [1.731, -0.714, 1.943], [2.184, 0.808, 2.615], [1.230, 1.903, 0.612], [2.058, -1.415, -0.662], [-0.118, -2.519, -1.857], [1.472, -2.046, -2.743], [0.027, -1.120, -2.863], [-0.684, 1.768, -0.774], [-0.844, 0.396, -1.693], [-2.070, -0.906, 0.136], [-1.039, -0.213, 1.417], [-3.473, 1.237, 0.462], [-3.015, 0.601, 2.062], [-2.052, 2.023, 1.369]], "mulliken_charge": [-0.97, -0.31, 0.47, -0.27, -1.20, -0.91, -0.12, -1.20, 0.38, 0.33, 0.39, 0.40, 0.25, 0.34, 0.37, 0.34, 0.37, 0.24, 0.20, 0.29, 0.30, 0.29]}